{
  "formula": "C28H28IN4O2PbS2Si2",
  "method": "ωB97M-V with the def2-TZVPD basis set",
  "homo_energy_ev": -5.24,
  "lumo_ev": 2.0,
  "homo_lumo_gap_ha": 0.2648,
  "total_charge": -1,
  "elements": ["Pb", "C", "C", "N", "C", "C", "C", "O", "C", "C", "N", "C", "C", "C", "C", "C", "C", "I", "C", "O", "H", "H", "H", "H", "H", "H", "H", "H", "H", "H", "H", "H", "C", "Si", "C", "C", "C", "C", "C", "C", "C", "Si", "C", "C", "H", "H", "H", "H", "H", "H", "H", "H", "H", "H", "H", "H", "H", "H", "H", "H", "S", "C", "S", "C", "C", "N", "C", "N"],
  "coordinates": [[0.01524, 0.45292, 0.24746], [3.49414, -1.32755, -2.45800], [2.83785, -0.29037, -3.31399], [3.12960, -0.23838, -4.58752], [2.52991, 0.69771, -5.35503], [1.62225, 1.60355, -4.87529], [1.03720, 2.60570, -5.83257], [1.46404, 3.94450, -5.57069], [1.27938, 1.57379, -3.49756], [0.33670, 2.54293, -2.98708], [-0.13444, 2.55002, -1.79607], [-1.06522, 3.52896, -1.44209], [-2.23019, 3.75244, -2.17717], [-3.17175, 4.67499, -1.75132], [-2.96980, 5.38872, -0.57961], [-1.81883, 5.17638, 0.16662], [-0.88011, 4.25176, -0.25988], [0.85786, 3.93690, 0.85551], [1.89861, 0.60524, -2.66856], [1.70096, 0.45233, -1.41514], [4.11669, -1.97007, -3.07628], [2.74830, -1.92430, -1.92813], [4.10079, -0.85710, -1.68144], [2.79732, 0.69471, -6.40668], [-0.05274, 2.63226, -5.78006], [1.30636, 2.31445, -6.85291], [2.40918, 3.91140, -5.38846], [0.04168, 3.33550, -3.68062], [-2.39629, 3.16996, -3.07514], [-4.07191, 4.82758, -2.33289], [-3.70685, 6.10285, -0.23732], [-1.65240, 5.72437, 1.08421], [-1.00816, -1.43892, -2.59239], [-1.79545, -2.37839, -1.16321], [-0.68083, -3.80209, -0.66138], [-3.56016, -2.97200, -1.53358], [-4.14333, -3.84443, -2.45270], [-5.50952, -4.06918, -2.41848], [-6.30521, -3.43221, -1.46826], [-5.73973, -2.56806, -0.54540], [-4.36594, -2.32937, -0.56897], [-3.14613, -1.32636, 0.48344], [-3.08133, -1.99251, 2.23928], [-3.53313, 0.51968, 0.50552], [-1.16975, -2.02401, -3.50307], [0.06851, -1.32270, -2.45999], [-1.43995, -0.44905, -2.75391], [-0.72129, -4.56544, -1.44444], [-1.01390, -4.26064, 0.27073], [0.35624, -3.49473, -0.52648], [-3.53625, -4.35101, -3.19570], [-5.96884, -4.74423, -3.13094], [-7.37222, -3.62083, -1.45522], [-6.37262, -2.08478, 0.19154], [-4.10622, -2.08474, 2.61025], [-2.51504, -1.35176, 2.91617], [-2.63119, -2.98659, 2.26053], [-4.56803, 0.64427, 0.83932], [-3.44294, 0.97817, -0.48117], [-2.90177, 1.06771, 1.20721], [1.62398, -1.32612, 1.25131], [0.83290, -1.08034, 2.79310], [-0.07680, 0.37321, 3.03093], [0.93667, -2.03894, 3.77958], [1.65036, -3.25429, 3.57627], [2.21517, -4.24910, 3.43484], [0.31452, -1.87355, 5.04987], [-0.17272, -1.76668, 6.08886]],
  "lowdin_charge": [0.92, -0.03, -0.26, 0.10, -0.13, -0.18, -0.22, -0.07, -0.08, -0.06, -0.01, -0.37, -0.03, -0.09, -0.10, -0.16, -0.64, 0.95, -0.34, -0.30, 0.07, 0.07, 0.09, 0.10, 0.12, 0.11, 0.09, 0.12, 0.11, 0.10, 0.10, 0.09, -0.21, 0.53, -0.20, -0.30, -0.09, -0.10, -0.10, -0.09, -0.30, 0.52, -0.19, -0.23, 0.04, 0.01, 0.03, 0.03, 0.03, 0.00, 0.10, 0.10, 0.10, 0.10, 0.03, 0.00, 0.03, 0.03, 0.02, 0.00, 0.49, -1.17, 0.42, -0.41, -0.28, 0.13, -0.28, 0.13]
}